## 1
Formula: C4H10NO
Source: OMol25
Level of theory: ωB97M-V with the def2-TZVPD basis set

Properties
**LUMO energy**: 0.13208 Eh
**Frontier orbital gap**: 5.54 eV

```
! RIJCOSX wB97M-V def2-TZVPD def2/J DEFGRID3
* xyz -1 1
C 0.12323 -0.15717 0.71253
C -0.25460 -1.33191 0.22944
N 0.55329 -2.17909 -0.58851
C 0.03782 -2.35960 -1.93112
H 1.07362 0.29597 0.46434
H -0.52123 0.39703 1.37380
H -1.16893 -1.80929 0.57981
H 1.49015 -1.79396 -0.60260
H 0.63383 -3.10594 -2.46538
H -0.99053 -2.71909 -1.88449
H 0.04513 -1.44963 -2.54637
C -0.19146 3.24821 1.34864
O 0.88021 2.47259 1.59555
H 0.00929 4.34629 1.42192
H -0.63178 3.14156 0.30795
H -1.08804 3.00404 1.98449
*
```

Here are the Löwdin charges for atoms 1 to 5, given in e: number 1, C, carries 0.010; number 2, C, carries -0.271; number 3, N, carries -0.137; number 4, C, carries -0.164; number 5, H, carries 0.052

## 2
Formula: C4H10NO
Source: OMol25
Level of theory: ωB97M-V with the def2-TZVPD basis set

Properties
**LUMO energy**: 0.11757 Eh
**Frontier orbital gap**: 5.53 eV

```
! RIJCOSX wB97M-V def2-TZVPD def2/J DEFGRID3
* xyz -1 1
C 0.10014 1.06766 0.48258
N 0.87512 3.39981 1.74702
C 1.06022 2.29463 0.67141
C -1.17396 -3.12587 -0.66697
C -0.72315 -3.68169 -1.86923
O -1.37760 -4.06453 -2.86884
H -0.64524 1.00951 1.27963
H -0.32138 1.23607 -0.50868
H 0.69251 0.16072 0.47388
H 0.01768 3.12625 1.14902
H 2.00863 1.77830 0.89981
H 1.32007 2.80518 -0.25067
H -0.45327 -2.42964 -0.21964
H -2.14718 -2.66910 -0.87604
H 0.37464 -3.87384 -1.98826
H 0.39278 2.96655 2.54498
*
```

Here are the Löwdin charges for atoms 1 to 5, given in e: number 1, C, carries -0.082; number 2, N, carries -0.026; number 3, C, carries -0.370; number 4, C, carries -0.173; number 5, C, carries -0.601

## 3
Formula: C4H10NO
Source: OMol25
Level of theory: ωB97M-V with the def2-TZVPD basis set

Properties
**LUMO energy**: 0.15321 Eh
**Frontier orbital gap**: 6.35 eV

```
! RIJCOSX wB97M-V def2-TZVPD def2/J DEFGRID3
* xyz -1 1
C -0.55546 -0.04731 -1.02864
O -0.20133 0.86967 -1.83778
C 0.13244 -0.84501 -0.01484
C -0.72642 0.43123 0.69692
C 0.19974 1.66238 0.93904
N -0.25122 -2.17151 0.24065
H 1.55453 -1.17732 -2.30594
H -1.29038 -0.73185 -1.47687
H 1.13725 -0.67234 0.36877
H -1.79167 0.71087 0.68476
H -0.84970 -0.03028 1.69767
H 1.13283 1.19170 1.24480
H -0.14358 2.28787 1.76359
H 0.32941 2.23300 0.02456
H 2.15400 -1.53415 -2.07393
H -0.83046 -2.17696 1.07723
*
```

Here are the Löwdin charges for atoms 1 to 5, given in e: number 1, C, carries -0.470; number 2, O, carries -0.159; number 3, C, carries -0.501; number 4, C, carries -0.238; number 5, C, carries -0.104

## 4
Formula: C4H10NO
Source: OMol25
Level of theory: ωB97M-V with the def2-TZVPD basis set

Properties
**LUMO energy**: 0.15201 Eh
**Frontier orbital gap**: 6.47 eV
**SMILES**: CC[C@@H](N)C[O-]

```
! RIJCOSX wB97M-V def2-TZVPD def2/J DEFGRID3
* xyz -1 1
C -1.99108 0.50433 0.27255
C -0.52953 0.37353 0.75803
C 0.34524 -0.40382 -0.21728
N 0.45419 0.32866 -1.49516
C 1.77358 -0.67254 0.35197
O 2.55332 -1.44732 -0.37849
H -1.97154 1.12072 -0.63092
H -2.57059 1.04866 1.00825
H -2.48801 -0.43807 0.03725
H -0.54263 -0.10277 1.73720
H -0.18466 1.40463 0.86546
H -0.15822 -1.37374 -0.36110
H 1.44196 0.53464 -1.59752
H 0.17600 -0.24574 -2.27760
H 1.57970 -1.03292 1.37297
H 2.11227 0.40174 0.55440
*
```

Here are the Löwdin charges for atoms 1 to 5, given in e: number 1, C, carries -0.142; number 2, C, carries -0.263; number 3, C, carries -0.434; number 4, N, carries 0.025; number 5, C, carries -0.573

Order from most stable to least stable according to the calculation: 4, 1, 2, 3

## 1
Formula: C4H10NO
Source: OMol25
Level of theory: ωB97M-V with the def2-TZVPD basis set

Properties
**LUMO energy**: 0.14646 Eh
**Frontier orbital gap**: 6.29 eV
**SMILES**: CNCCC[O-]

```
! RIJCOSX wB97M-V def2-TZVPD def2/J DEFGRID3
* xyz -1 1
C -0.98338 0.97476 1.55850
N -0.15441 1.30197 0.38552
C -0.47324 0.64374 -0.87901
C 0.59976 -0.34113 -1.37000
C 0.90565 -1.55962 -0.28187
O 1.79280 -2.39671 -0.78838
H -1.96699 1.36922 1.82363
H -0.86366 -0.14360 1.65400
H -0.33666 1.41395 2.33836
H 0.80515 1.27309 0.70093
H -1.36723 0.02925 -0.69862
H -0.79262 1.50408 -1.46361
H 1.59344 0.11496 -1.46781
H 0.25488 -0.97025 -2.17970
H -0.16138 -2.13482 -0.04476
H 1.14789 -1.07888 0.71284
*
```

Here are the Löwdin charges for atoms 1 to 5, given in e: number 1, C, carries -0.162; number 2, N, carries -0.172; number 3, C, carries -0.289; number 4, C, carries -0.182; number 5, C, carries -0.576

## 2
Formula: C4H10NO
Source: OMol25
Level of theory: ωB97M-V with the def2-TZVPD basis set

Properties
**LUMO energy**: 0.16110 Eh
**Frontier orbital gap**: 6.96 eV

```
! RIJCOSX wB97M-V def2-TZVPD def2/J DEFGRID3
* xyz -1 1
C -1.41717 -0.36881 0.10272
O -1.97939 -0.22775 -1.01798
C -0.02144 -0.07298 0.47222
C 0.82224 0.44931 -0.69254
C 2.24483 -0.12026 -0.67963
N 0.46436 -0.27377 1.70400
H -2.11678 2.02768 0.77033
H -1.99162 -0.62692 1.01218
H -0.47360 -1.24982 -0.00356
H 0.30811 0.17956 -1.61206
H 0.85878 1.53792 -0.60358
H 2.60303 -0.14282 0.34908
H 2.93032 0.46612 -1.27945
H 2.26263 -1.13701 -1.07313
H -2.00246 2.11525 1.50705
H 0.28761 0.48266 2.35366
*
```

Here are the Löwdin charges for atoms 1 to 5, given in e: number 1, C, carries -0.484; number 2, O, carries -0.193; number 3, C, carries -0.546; number 4, C, carries -0.219; number 5, C, carries -0.141

Order from most stable to least stable according to the calculation: 1, 2

## 1
Formula: C2H8N2O2
Source: OMol25
Level of theory: ωB97M-V with the def2-TZVPD basis set

Properties
**LUMO energy**: 0.02053 Eh
**Frontier orbital gap**: 9.93 eV

```
! RIJCOSX wB97M-V def2-TZVPD def2/J DEFGRID3
* xyz 0 1
C -1.03996 -1.66918 -0.15913
C 1.38579 0.08634 0.18200
N 0.15737 0.63580 0.72956
N -0.76371 1.14752 -0.13254
O -1.03614 -0.63016 0.79120
O 0.18379 2.55303 -0.01553
H -0.28207 3.00660 0.70160
H -0.53003 0.91476 -1.10750
H -1.38676 -1.33123 -1.14365
H -0.06041 -2.15285 -0.27105
H -1.74516 -2.41809 0.21293
H 1.61165 -0.82114 0.74125
H 2.17005 0.81943 0.35979
H 1.33559 -0.14083 -0.88894
*
```

Here are the Löwdin charges for atoms 1 to 5, given in e: number 1, C, carries -0.171; number 2, C, carries -0.084; number 3, N, carries -0.108; number 4, N, carries 0.026; number 5, O, carries -0.206

## 2
Formula: C2H8N2O2
Source: OMol25
Level of theory: ωB97M-V with the def2-TZVPD basis set

Properties
**LUMO energy**: 0.02544 Eh
**Frontier orbital gap**: 10.68 eV
**SMILES**: CNC(N)=O.O

```
! RIJCOSX wB97M-V def2-TZVPD def2/J DEFGRID3
* xyz 0 1
C 1.66656 -0.04197 0.67026
N 0.99236 -0.52219 -0.56126
C -0.36550 -0.58309 -0.58128
N -0.92901 -0.55209 -1.83191
O -1.07246 -0.72779 0.40692
H 2.11132 -0.90271 1.16632
H 0.98389 0.57506 1.24167
H 2.52589 0.55492 0.35986
H 1.56777 -0.41697 -1.37702
H -0.46108 -0.41448 -2.70503
H -1.92557 -0.67819 -1.86131
O -1.47433 1.54227 1.76058
H -1.21395 0.69519 1.33355
H -2.40589 1.47203 1.97864
*
```

Here are the Löwdin charges for atoms 1 to 5, given in e: number 1, C, carries -0.043; number 2, N, carries 0.017; number 3, C, carries -0.616; number 4, N, carries 0.160; number 5, O, carries 0.020

## 3
Formula: C2H8N2O2
Source: OMol25
Level of theory: ωB97M-V with the def2-TZVPD basis set

Properties
**LUMO energy**: 0.02621 Eh
**Frontier orbital gap**: 10.65 eV
**SMILES**: CC(=O)NN.O

```
! RIJCOSX wB97M-V def2-TZVPD def2/J DEFGRID3
* xyz 0 1
C -1.14864 -1.12697 0.58788
C -0.53182 0.20814 0.37435
O -0.05100 0.98518 1.23210
N -0.74937 0.70361 -0.89528
N -0.34583 1.97520 -1.39287
H -1.23768 -1.17100 1.63379
H -2.10571 -1.36420 0.16345
H -0.44087 -1.85884 0.33335
H -1.27030 0.07789 -1.53201
H 0.67996 1.99212 -1.09013
H -1.08469 2.59982 -1.02243
O 2.17490 -0.25789 0.36634
H 2.57514 0.54929 -0.01226
H 1.33421 0.14930 0.60561
*
```

Here are the Löwdin charges for atoms 1 to 5, given in e: number 1, C, carries 0.014; number 2, C, carries -0.528; number 3, O, carries 0.007; number 4, N, carries -0.065; number 5, N, carries 0.034

## 4
Formula: C2H8N2O2
Source: OMol25
Level of theory: ωB97M-V with the def2-TZVPD basis set

Properties
**LUMO energy**: 0.02165 Eh
**Frontier orbital gap**: 10.27 eV
**SMILES**: NCNC=O.O

```
! RIJCOSX wB97M-V def2-TZVPD def2/J DEFGRID3
* xyz 0 1
N 0.03297 -1.69767 -0.05022
C -0.72982 -0.57390 -0.64643
N -0.49365 0.60244 0.14748
C -1.21492 0.86977 1.26500
O -2.29344 0.37160 1.51343
H -0.03957 -2.52876 -0.62371
H -0.39775 -1.85515 0.85251
H -1.79239 -0.75750 -0.71851
H -0.28238 -0.42785 -1.61858
H 0.34356 1.11627 -0.09788
H -0.69984 1.56660 1.94586
O 2.29788 1.39931 -0.49698
H 2.67445 0.62400 -0.06048
H 2.59489 1.29084 -1.41149
*
```

Here are the Löwdin charges for atoms 1 to 5, given in e: number 1, N, carries 0.011; number 2, C, carries -0.271; number 3, N, carries 0.018; number 4, C, carries -0.368; number 5, O, carries 0.008

Order from most stable to least stable according to the calculation: 2, 4, 3, 1

## 1
Formula: C2H8N2O2
Source: OMol25
Level of theory: ωB97M-V with the def2-TZVPD basis set

Properties
**LUMO energy**: 0.02553 Eh
**Frontier orbital gap**: 10.27 eV
**SMILES**: O=CO.NCN

```
! RIJCOSX wB97M-V def2-TZVPD def2/J DEFGRID3
* xyz 0 1
O 2.00400 1.29570 0.37396
C 2.16433 1.81410 1.44330
O 2.46657 1.15590 2.56494
H 2.26195 2.90054 1.53820
H 2.62815 0.22853 2.32733
N -2.39469 -0.48459 -0.15598
C -1.03932 -1.03630 -0.47932
N -0.68431 -0.87328 -1.87748
H -2.26366 0.53291 -0.24839
H -2.85817 -0.47715 -1.07774
H -1.08416 -2.05551 -0.09068
H -0.36309 -0.41017 0.09438
H 0.31685 -1.01737 -1.96432
H -1.15444 -1.57330 -2.44820
*
```

Here are the Löwdin charges for atoms 1 to 5, given in e: number 1, O, carries 0.056; number 2, C, carries -0.396; number 3, O, carries 0.079; number 4, H, carries 0.140; number 5, H, carries 0.123

## 2
Formula: C2H8N2O2
Source: OMol25
Level of theory: ωB97M-V with the def2-TZVPD basis set

Properties
**LUMO energy**: 0.02970 Eh
**Frontier orbital gap**: 10.61 eV
**SMILES**: NCNC=O.O

```
! RIJCOSX wB97M-V def2-TZVPD def2/J DEFGRID3
* xyz 0 1
N -0.58012 0.77768 -1.05369
C 0.70748 0.08235 -0.84085
N 0.77002 -0.32167 0.53138
C 1.27141 0.47640 1.51029
O 1.86468 1.50576 1.27160
H -0.74154 1.02613 -2.01357
H -0.48779 1.61470 -0.49425
H 1.50912 0.78174 -1.06346
H 0.84219 -0.79873 -1.46104
H 0.07557 -0.99917 0.77174
H 1.02583 0.06657 2.49817
O -1.94239 -1.33877 0.38711
H -2.37850 -2.16614 0.31301
H -1.93596 -0.70684 -0.35643
*
```

Here are the Löwdin charges for atoms 1 to 5, given in e: number 1, N, carries 0.015; number 2, C, carries -0.258; number 3, N, carries 0.015; number 4, C, carries -0.354; number 5, O, carries 0.011

## 3
Formula: C2H8N2O2
Source: OMol25
Level of theory: ωB97M-V with the def2-TZVPD basis set

Properties
**LUMO energy**: 0.02134 Eh
**Frontier orbital gap**: 9.98 eV
**SMILES**: CNC(N)=O.O

```
! RIJCOSX wB97M-V def2-TZVPD def2/J DEFGRID3
* xyz 0 1
C -1.57624 -0.02348 -1.66255
N -0.36050 -0.29240 -0.90117
C 0.52533 0.62305 -0.37742
N 1.71042 0.07017 0.11053
O 0.32660 1.90745 -0.51338
H -2.20888 0.83873 -1.31891
H -2.23568 -0.91828 -1.68748
H -1.19625 0.17566 -2.62554
H -0.03772 -1.16339 -0.92146
H 1.60088 -0.77566 0.71833
H 2.44080 0.73969 0.20868
O 0.63201 -0.67148 2.77835
H -0.21189 -0.22673 2.46432
H 0.59111 -0.28336 3.72770
*
```

Here are the Löwdin charges for atoms 1 to 5, given in e: number 1, C, carries -0.065; number 2, N, carries 0.001; number 3, C, carries -0.539; number 4, N, carries 0.126; number 5, O, carries -0.056

Order from most stable to least stable according to the calculation: 2, 3, 1